No. 1
Formula: C15H30N6O3
Source: the Open Molecules 2025 dataset
Level of theory: wB97M-V/def2-TZVPD

```
54
Properties=species:S:1:pos:R:3
O -1.3178 -0.9001 0.9100
O 2.6261 0.9000 -0.1216
O 1.5099 -4.4560 -3.3179
N -2.2058 0.5162 -0.9272
N 1.6740 -2.8566 -1.7887
N -0.4918 -3.6273 -2.0737
N 1.2591 -0.8398 -0.8384
N 1.3666 -0.1646 1.3086
N -1.2650 -1.4720 -1.4572
C -2.1722 2.9929 -0.5771
C -1.5484 -4.5488 -2.4107
C 1.9612 0.0699 0.2100
C 3.0009 -2.9053 -1.8653
C -1.5886 -0.6693 -0.3561
C -0.3654 -2.5581 -0.9207
C -0.3358 1.4866 3.0478
C -2.7451 1.6385 -0.0841
C 0.9273 -3.7768 -2.6217
C -0.5687 2.8023 -0.5386
C 0.1380 3.9623 -0.8660
C 1.0764 1.5241 2.9479
C 1.1424 -2.0739 -0.8572
C -1.0864 2.6918 3.6135
C 2.0155 0.4321 2.4031
H 3.6832 -1.8148 -2.0766
H 3.5633 -3.4036 -0.9401
H -0.3275 1.7730 -1.4006
H -2.0607 2.2412 3.9445
H -3.8239 1.8489 -0.0408
H 1.6940 -0.4461 -1.8155
H -2.3615 -4.0441 -2.6812
H -2.3981 3.7536 -0.0496
H -1.1870 -1.2173 -2.4149
H 1.2328 2.3835 1.9025
H -2.4058 1.4008 1.0391
H -0.6854 -3.0647 0.0298
H 1.1929 4.0091 -0.9570
H -0.0804 4.7890 -0.2681
H -2.3229 3.1666 -1.4587
H -0.7330 3.2430 4.3203
H 1.8661 -0.4579 3.3580
H -0.9317 3.2483 2.7734
H 1.6405 2.1986 3.6967
H -0.0850 4.3275 -1.7990
H 3.3677 -3.6925 -2.5004
H 2.8744 0.6825 2.2517
H 0.4616 -0.7885 1.4910
H -2.5747 0.4405 -2.0176
H -0.3189 0.7681 4.1221
H -1.0504 -5.1006 -2.9593
H 1.5130 -2.4514 0.2493
H -0.2616 2.3702 0.3174
H -0.7542 0.7613 2.6040
H -1.7330 -5.0922 -1.5390
```

The calculation puts the relative energy (zero: lowest compared OMol25 entry of this formula, charge and spin) at 393.1 kcal/mol. The strongest force on any atom is 0.312 Eh/bohr. The value obtained for the frontier orbital gap is 9.049 eV. The calculation puts the LUMO energy at 0.5 eV.


No. 2
Formula: C22H46O17
Source: the Open Molecules 2025 dataset
Level of theory: wB97M-V/def2-TZVPD

```
85
Properties=species:S:1:pos:R:3
O -5.8928 0.5865 4.3555
O -0.7674 7.1421 -5.7139
O 4.0093 7.6576 5.1072
O 6.1083 1.7777 -5.8631
O 4.3801 -7.3341 3.2339
O 5.5495 -8.8867 4.2790
O -2.6424 -4.6296 -5.4201
O -3.6750 -2.5766 -5.6217
O 0.5030 5.6960 -4.4577
O -6.9669 2.6969 4.5427
O -1.3502 4.9631 -5.7225
O 5.0528 6.0607 3.8400
O 2.4460 1.7343 0.2070
O -3.1291 -3.8145 -7.5012
O 5.3064 -9.0349 1.9906
O 3.6242 5.5429 5.5044
O -8.0359 0.6377 4.1640
C -2.0367 -3.8640 -3.1942
C 3.5049 4.1873 5.2949
C -2.4740 -4.9532 -8.1665
C 4.1038 3.4109 6.4796
C 4.2655 6.3817 4.7377
C 3.8106 -6.7731 2.0445
C -4.5533 1.0424 4.4455
C -9.3447 1.2472 3.9625
C 5.3694 -11.1369 5.0497
C -6.9720 1.4270 4.4547
C -1.1046 3.6231 -5.4028
C 6.2843 -10.0170 4.5573
C -2.0203 7.4245 -6.3411
C -10.2922 0.0924 3.7662
C 5.0829 -8.5036 3.0915
C -2.3859 8.8883 -5.8768
C -3.1833 -3.6062 -6.1135
C 5.3913 0.7007 -5.4055
C -2.8956 -4.7816 -4.0472
C -0.4507 5.9559 -5.1285
C 2.0439 0.4300 0.0914
C 4.6564 8.7528 4.4013
H -3.9816 -4.8687 -4.0162
H 3.2548 -5.8640 2.2741
H -9.4009 1.9243 3.1101
H 4.3896 1.0318 -5.1315
H 3.3100 -7.5205 1.4289
H 4.1268 4.0202 4.4154
H 3.4971 3.7228 7.3297
H 3.7319 2.3913 6.3792
H -1.0014 -4.1261 -3.4125
H 6.0345 -11.9859 5.2075
H -2.3525 9.0426 -4.7983
H -2.5898 -5.7993 -3.8043
H -10.0145 -0.3320 2.8014
H -1.9664 3.0891 -5.0024
H 5.3959 -0.0489 -6.1968
H -4.1964 0.6309 5.3897
H -4.1262 0.4236 3.6563
H -11.3378 0.3809 3.6585
H 5.6380 8.8857 4.8562
H 5.1563 3.5750 6.7105
H 4.6908 -6.4818 1.4714
H 4.0892 9.6590 4.6141
H 6.8786 -9.7142 5.4194
H 6.9644 -10.3292 3.7647
H 4.8544 -10.9797 5.9974
H -9.6099 1.7061 4.9149
H -3.3736 9.1627 -6.2470
H -2.1784 -4.2355 -2.1793
H -3.0670 -5.8629 -8.0715
H 4.7636 8.6172 3.3251
H -2.3216 -4.7750 -9.2310
H 4.6927 -11.4277 4.2462
H -4.2056 2.0723 4.3650
H -2.7162 6.6597 -5.9963
H -0.1821 3.4607 -4.8454
H 5.7973 0.2869 -4.4824
H -1.0535 3.0046 -6.2989
H 1.5147 0.3411 -0.8574
H -1.9569 7.4708 -7.4282
H -2.1282 -2.7781 -3.2185
H -10.2284 -0.6015 4.6044
H 2.8622 -0.2134 -0.2320
H -1.4442 -5.1306 -7.8565
H 2.4784 3.9039 5.0622
H -1.5704 9.4910 -6.2766
H 1.5625 -0.0270 0.9559
```

The strongest force on any atom is 0.099 Eh/bohr. The value obtained for the frontier orbital gap is 2.231 eV. The total charge is -2. The calculation puts the LUMO energy at 2.9 eV.


No. 3
Formula: C2H3I3Si
Source: the Open Molecules 2025 dataset
Level of theory: wB97M-V/def2-TZVPD

```
9
Properties=species:S:1:pos:R:3
I -2.1829 -1.8552 0.5186
I -2.1455 1.8994 -1.3343
I -0.4441 -1.3237 -3.0255
Si -0.7151 -0.2208 -0.7719
C 0.9576 0.6589 1.2053
C 0.8413 -0.1539 0.1057
H 1.8412 0.5874 1.7112
H 0.1233 1.1249 1.5684
H 1.7242 -0.7171 0.0226
```

The calculation puts the relative energy (zero: lowest compared OMol25 entry of this formula, charge and spin) at 10.9 kcal/mol. The strongest force on any atom is 0.092 Eh/bohr. The value obtained for the frontier orbital gap is 8.570 eV. The calculation puts the LUMO energy at -0.9 eV. Its SMILES is C=C[Si](I)(I)I.


No. 4
Formula: C5H14N3
Source: the Open Molecules 2025 dataset
Level of theory: wB97M-V/def2-TZVPD

```
22
Properties=species:S:1:pos:R:3
N 1.2925 0.0476 0.5664
N 0.9978 -1.9284 -0.9155
N -1.4344 0.4136 0.8237
C -1.7552 0.7106 -1.6106
C -2.0523 0.2287 1.9279
C 1.7038 -1.4424 0.2404
C -2.2262 0.7045 -0.3199
C 1.7785 1.1172 -0.3620
H -2.4377 0.9696 -2.4273
H 1.3417 -1.9552 1.1531
H 2.8004 -1.5290 0.1344
H 1.0277 -1.2748 -1.6630
H 1.6533 0.1886 1.5330
H -1.4744 -0.0908 2.8125
H -0.6783 0.5568 -1.7978
H -3.2818 0.8770 -0.1847
H 2.8063 0.8458 -0.7218
H -3.1182 0.3578 2.0119
H 0.0266 -2.2055 -0.7285
H 1.0755 1.2304 -1.1729
H 0.0883 0.1138 0.4829
H 1.8659 2.0641 0.2178
```

The calculation puts the relative energy (zero: lowest compared OMol25 entry of this formula, charge and spin) at 66.1 kcal/mol. The strongest force on any atom is 0.052 Eh/bohr. The value obtained for the frontier orbital gap is 9.914 eV. The total charge is +1. The calculation puts the LUMO energy at -3.6 eV.


No. 5
Formula: C11H11CeNO2
Source: the Open Molecules 2025 dataset
Level of theory: wB97M-V/def2-TZVPD

```
26
Properties=species:S:1:pos:R:3
Ce -0.2485 0.0867 -0.8222
O -2.2760 -0.6488 -1.0443
O -4.3880 -0.5574 -0.1668
N -1.2278 0.1826 1.3501
C -0.9079 1.8901 4.6333
C -0.6300 0.7120 2.4908
C -1.4872 1.2738 3.4951
C 1.2948 1.4225 3.7446
C -2.8786 1.2890 3.2776
C 0.4979 -1.6007 -2.1715
C 0.4653 1.9531 4.7515
C -3.1828 -0.3850 -0.0735
C -2.5919 0.1878 1.2021
C 0.7708 0.7918 2.6183
C -3.4600 0.7240 2.1614
H -0.1832 2.4497 0.1802
H 0.2177 2.6126 -0.4268
H -1.5845 2.3114 5.3862
H -3.5173 1.7643 4.0198
H 0.8112 -1.0624 -3.0897
H 0.8978 2.4142 5.6423
H -0.3492 -2.2849 -2.4118
H 1.4354 0.3520 1.8600
H 1.3721 -2.1415 -1.7628
H -4.5400 0.7000 1.9713
H 2.3726 1.5163 3.8661
```

The strongest force on any atom is 0.059 Eh/bohr. The value obtained for the frontier orbital gap (alpha / beta) is 5.852 / 5.856 eV. The total charge is +2. The calculation puts the LUMO energy (alpha / beta) at -10.4 / -10.4 eV.


No. 6
Formula: C21H20F8N3O10PS2
Source: the Open Molecules 2025 dataset
Level of theory: wB97M-V/def2-TZVPD

```
65
Properties=species:S:1:pos:R:3
S 0.4941 -0.7670 -4.1882
S 4.6874 -1.1528 -1.4599
P 0.7413 0.9426 2.6092
F -2.9780 -0.8432 -0.9028
F -4.4353 0.8289 3.0580
F -5.0689 -0.2841 0.7764
F -2.4208 -1.0395 1.2972
F -4.5155 1.4587 -0.5851
F -5.8846 0.7188 -4.1533
F -0.3999 -5.9662 1.2829
F -2.9002 2.3097 2.2326
O -6.4790 2.6948 2.5418
O 3.1587 -3.3777 0.7821
O -0.8597 0.5212 3.0719
O 1.3910 -3.7249 -0.5868
O -3.9777 0.3689 -5.2909
O -1.9899 0.8558 -6.2600
O -1.6723 2.0734 -0.3934
O -2.8604 2.2342 -4.6905
O -5.0148 3.7911 1.0765
O 1.4312 -4.6763 1.4584
N 3.7879 -0.1054 1.3448
N -0.3984 -0.1763 -2.8445
N 2.0524 -1.0615 -3.5511
C 2.0936 -3.8821 0.5704
C 4.1540 1.2432 1.8626
C -2.7019 -0.0487 0.2833
C 1.8263 -0.0533 3.8523
C 0.1028 -4.7457 0.9812
C 2.9543 -0.5924 -1.0256
C -4.1166 2.2632 -4.0292
C -4.5361 0.8292 -4.0767
C 5.4060 1.9333 1.1342
C 0.2608 -4.5798 -0.4962
C 0.4750 -0.1305 -1.6949
C 1.1570 0.3879 0.8519
C 2.6341 -0.0888 0.4327
C 0.0686 0.3836 -0.2456
C -4.0964 1.6281 1.9135
C 1.8911 -0.6402 -2.1783
C -1.4423 0.8577 -0.1014
C -4.0647 0.7427 0.5816
C -5.2459 2.7834 1.8003
C -2.8638 1.1287 -5.4875
C 6.8151 1.1974 1.4215
H 4.3966 1.1452 2.9911
H -0.5006 -3.9680 1.4591
H 7.6326 2.0156 1.3627
H 2.0742 -1.0812 3.3980
H 3.7138 -0.8240 2.0733
H 6.9903 0.4111 0.6057
H 1.1402 -0.2646 4.7600
H 0.4771 -5.5231 -1.0058
H 2.7398 0.5316 4.2025
H -0.6151 -4.1233 -0.9603
H 5.5073 3.0024 1.5747
H -4.1611 0.2231 -3.2465
H -4.7993 2.9208 -4.5751
H 3.2629 1.9574 1.7493
H 5.2381 2.0841 0.0086
H 6.8369 0.7727 2.4845
H -7.1486 2.3359 1.9103
H -0.8568 -0.4721 3.0894
H 5.4265 -0.0179 -1.8489
H -4.0143 2.6339 -3.0079
```

The calculation puts the relative energy (zero: lowest compared OMol25 entry of this formula, charge and spin) at 187.6 kcal/mol. The strongest force on any atom is 0.115 Eh/bohr. The value obtained for the frontier orbital gap is 6.999 eV. The calculation puts the LUMO energy at -1.8 eV. Its SMILES is CCCNc1c(P(C)O)c(C(=O)C(F)(F)C(F)(F)C(F)(F)C(=O)O)c2nsnc2c1S.O=C1OC[C@@H](F)O1.O=C1OC[C@@H](F)O1.